This record from the OMol25 dataset describes C47H39MgO6P3 as an isolated structure at a distorted geometry. The level of theory is the ωB97M-V functional and the def2-TZVPD basis.

Structure (XYZ):
```
96
Properties=species:S:1:pos:R:3:forces:R:3:mulliken_charge:R:1
Mg -0.013265 -1.021101 0.243100 0.158 -0.103 -0.247 0.9859
O -0.448924 -0.323330 2.158906 0.482 -0.239 0.281 -0.7864
C 0.695677 -0.808615 2.360432 0.460 -0.465 0.211 0.4142
O 1.090893 -1.813105 1.650494 -0.106 0.487 0.517 -0.5033
C 1.712454 -0.154904 3.289012 -0.206 -0.344 -0.340 -0.4835
P 3.444264 -0.713332 2.843420 -0.170 0.205 -0.066 -0.5035
C 3.480234 -0.230424 1.059559 -0.011 -0.055 0.002 0.0993
C 3.407980 1.082902 0.597808 0.066 -0.068 0.003 0.0009
C 3.383654 1.348990 -0.764931 -0.021 0.069 -0.004 -0.6707
C 3.409305 0.310853 -1.685218 -0.026 0.024 0.007 -0.1150
C 3.483646 -1.001319 -1.239863 -0.025 -0.062 0.130 -0.5368
C 3.525705 -1.268181 0.125181 0.063 0.046 -0.017 -0.4660
C 4.445633 0.637562 3.601390 0.025 -0.031 -0.026 0.7500
C 3.966329 1.855806 4.081927 0.002 -0.022 0.000 -0.0988
C 4.835332 2.800957 4.616432 -0.022 -0.026 -0.017 -0.7998
C 6.196522 2.542420 4.679698 0.003 -0.002 -0.009 -0.4039
C 6.689178 1.329744 4.214101 -0.084 -0.032 -0.009 -0.6258
C 5.818039 0.384943 3.689837 -0.035 0.083 -0.017 -0.4727
H 1.519408 -0.462055 4.319329 -0.075 0.111 0.017 0.6013
H 1.555314 0.918730 3.196578 -0.050 0.023 0.086 0.1325
H 3.376405 1.905254 1.303524 0.002 0.019 0.008 0.4297
H 3.318465 2.371218 -1.114075 -0.028 -0.007 0.009 0.2985
H 3.356953 0.527473 -2.745077 -0.013 0.009 0.030 0.3895
H 3.510179 -1.820900 -1.950460 0.010 0.032 0.037 0.4097
H 3.577694 -2.292182 0.479064 -0.016 0.041 -0.030 0.3211
H 2.907053 2.080935 4.047013 0.079 0.044 0.008 0.3684
H 4.446029 3.745124 4.979421 0.000 -0.047 -0.005 0.4012
H 6.871444 3.281489 5.095474 -0.028 -0.036 -0.020 0.3685
H 7.749678 1.117763 4.270139 -0.019 -0.008 -0.015 0.3833
H 6.199695 -0.566886 3.336043 0.026 0.016 0.020 0.3637
C -0.731888 -3.604609 -2.785744 0.192 -0.066 0.334 -1.5769
P -0.763520 -1.920188 -2.018012 -0.494 -0.292 -0.459 1.2276
C -2.546567 -1.711855 -1.646007 0.026 0.005 0.161 0.7543
C -2.926111 -1.388116 -0.344679 0.165 0.007 -0.218 -0.9047
C -4.264312 -1.293605 0.011180 0.001 0.042 -0.013 -0.9043
C -5.240130 -1.521292 -0.944730 0.004 -0.020 -0.061 -0.5960
C -4.876013 -1.829810 -2.253979 -0.089 0.016 0.060 -0.8998
C -3.539750 -1.921957 -2.602115 0.004 0.002 -0.018 -0.0743
C -0.475956 -0.843572 -3.460457 0.031 0.074 0.088 0.9210
C 0.609378 -1.084772 -4.300966 0.062 0.002 0.025 -0.7159
C 0.868338 -0.242538 -5.371574 -0.040 0.032 -0.011 -0.8558
C 0.044669 0.851186 -5.609307 0.024 -0.041 0.005 -0.5370
C -1.020461 1.109627 -4.761088 0.047 0.032 0.024 -0.6649
C -1.272254 0.274288 -3.683845 -0.025 -0.020 0.012 -0.5445
P -0.038130 -4.850187 -1.595309 -0.156 -0.014 0.087 0.1451
C -0.593000 -6.412506 -2.387570 0.031 -0.015 0.033 0.4452
C -0.734258 -6.540803 -3.766982 -0.025 0.005 -0.025 -0.2131
C -1.095552 -7.759227 -4.333072 0.024 0.038 0.012 -0.6550
C -1.311106 -8.865618 -3.527300 0.006 0.012 0.038 -0.4619
C -1.155051 -8.754302 -2.149880 0.009 0.059 -0.014 -0.5885
C -0.794083 -7.540261 -1.586164 0.006 0.019 -0.056 -0.4994
C -1.319581 -4.675101 -0.282375 -0.022 0.001 -0.053 0.2505
C -2.674861 -4.934238 -0.510394 0.028 -0.005 0.046 -0.1997
C -3.609778 -4.704943 0.484643 0.016 0.001 0.000 -0.6466
C -3.207531 -4.199642 1.719392 0.006 -0.023 -0.032 -0.5533
C -1.868313 -3.938812 1.957836 0.034 -0.028 -0.054 -0.4611
C -0.924965 -4.188796 0.961217 -0.027 0.015 -0.010 -0.5663
H -0.093079 -3.556196 -3.663955 0.039 -0.007 -0.073 0.8427
H -1.734522 -3.897499 -3.090596 -0.092 0.077 -0.116 0.7364
H -2.178085 -1.205133 0.425980 -0.340 -0.030 0.061 0.3264
H -4.537085 -1.044764 1.029476 0.022 -0.017 -0.038 0.5299
H -6.287447 -1.457102 -0.674192 0.041 0.010 -0.026 0.3891
H -5.642255 -1.994513 -3.002784 0.045 0.007 0.033 0.4284
H -3.263680 -2.146088 -3.626963 -0.009 -0.015 0.030 0.5220
H 1.276989 -1.919979 -4.113695 -0.028 0.008 -0.016 0.3677
H 1.715075 -0.436797 -6.019300 -0.030 -0.002 0.036 0.4168
H 0.244467 1.508959 -6.446499 0.002 -0.021 0.036 0.3854
H -1.640799 1.983266 -4.917033 0.007 -0.039 0.000 0.4013
H -2.083343 0.503294 -3.004477 0.002 0.013 -0.026 0.3157
H -0.566371 -5.687412 -4.415459 -0.029 -0.065 0.024 0.3073
H -1.208464 -7.840403 -5.407376 0.004 0.013 0.026 0.3905
H -1.598304 -9.811888 -3.968101 0.013 0.014 0.012 0.3691
H -1.316055 -9.616356 -1.514534 0.003 0.019 -0.004 0.3858
H -0.676766 -7.460839 -0.510602 -0.017 -0.012 -0.023 0.3728
H -2.998100 -5.324562 -1.470022 0.017 0.013 0.017 0.4273
H -4.657978 -4.906756 0.296057 0.042 0.009 0.012 0.4515
H -3.943742 -4.009428 2.491551 0.023 -0.012 -0.022 0.4223
H -1.547133 -3.542936 2.913457 0.001 -0.007 -0.018 0.4469
H 0.123485 -3.994293 1.153177 -0.012 -0.011 0.023 0.5967
O 0.549411 2.238911 -1.990894 0.039 -0.125 -0.023 -0.6383
C 0.178298 1.856382 -0.895165 -0.069 -0.288 0.081 -0.5097
O -0.072891 0.611977 -0.587037 0.024 0.894 -0.477 0.0371
C -0.017306 2.860193 0.211089 -0.004 0.017 -0.018 0.4258
C -0.840934 2.593457 1.292142 -0.024 0.044 0.091 -0.0803
C -1.040153 3.536397 2.308167 -0.051 -0.114 0.060 -1.3591
C -0.370337 4.724679 2.187588 -0.045 0.065 0.080 1.1336
O -0.382046 5.793386 3.043388 0.062 0.134 0.043 -0.5256
C 0.421091 6.806177 2.428774 -0.029 -0.267 -0.113 -0.2771
O 0.991380 6.250777 1.243422 0.010 0.102 0.106 -0.5233
C 0.450403 4.994892 1.110010 0.049 0.089 -0.074 0.9971
C 0.639915 4.095682 0.099602 0.059 -0.007 -0.121 -1.1917
H -1.331377 1.634611 1.355197 0.017 0.044 0.004 0.3621
H -1.684558 3.337786 3.155109 0.019 -0.003 -0.048 0.4442
H 1.214309 7.105427 3.111679 0.075 -0.032 0.053 0.2529
H -0.203935 7.661338 2.170617 -0.097 0.033 -0.059 0.2600
H 1.254439 4.312797 -0.763920 -0.013 -0.034 0.026 0.4840
```
Positions in Å, forces in eV/Å.

relative energy (zero: lowest compared OMol25 entry of this formula, charge and spin)	2.2	kcal per mole
strongest force on any atom	1.01	eV/A
Kohn-Sham gap	8.4	eV
LUMO energy	0.52	eV